Computed, not measured: a cluster of 14 separate species, C55H147N19O21 in total, with wB97M-V/def2-TZVPD.

```
242
Properties=species:S:1:pos:R:3:forces:R:3
C 1.262320 -1.909251 0.768781 0.00 0.47 0.50
C 0.278846 -1.114546 -0.119054 -0.90 0.07 1.35
C -0.976943 -0.559066 0.659983 0.41 0.10 -0.02
O -0.718094 0.629295 1.361830 1.35 0.94 1.04
C -1.823428 1.262059 2.030063 0.61 -0.92 -1.11
N 0.958287 -0.002582 -0.781123 -0.37 -0.50 -0.25
H 1.423975 -1.352472 1.691798 0.36 0.17 0.02
H 2.203567 -2.014523 0.229282 0.10 0.08 0.08
H 1.005503 -2.915938 1.098509 -0.59 -0.04 -0.32
H -0.196052 -1.871111 -0.743702 0.21 0.40 -0.93
H -1.237795 -1.355072 1.357435 -0.49 -0.16 0.11
H -1.809983 -0.289908 0.010603 -0.09 -0.71 -0.55
H -2.340227 0.488147 2.597591 -0.42 0.25 0.11
H -2.429959 1.720005 1.248711 -0.57 -0.12 0.12
H -1.491088 2.070858 2.680832 0.41 -0.31 -0.02
H 1.152242 0.673588 -0.056360 -0.13 0.32 0.13
H 1.868133 -0.321486 -1.082074 0.11 -0.04 -0.28
C 6.370732 -6.334428 3.384669 -0.62 0.19 -0.18
C 6.915307 -5.316924 4.361133 -2.06 -0.05 0.98
C 6.615286 -5.625840 5.860462 0.34 -0.36 -0.72
O 6.960269 -4.596967 6.795583 -0.09 -0.04 -1.87
C 6.497401 -4.932855 8.052316 -0.13 0.08 1.12
N 8.290608 -5.079527 4.161594 1.18 0.10 0.82
H 6.822415 -6.162581 2.407657 -0.07 0.24 -0.08
H 5.301611 -6.137147 3.306239 -0.14 -0.45 -0.22
H 6.554914 -7.392365 3.571604 0.04 0.08 0.56
H 6.421420 -4.356409 4.214180 -0.80 0.09 -0.35
H 7.226937 -6.495934 6.099021 -0.21 -0.46 0.25
H 5.547925 -5.808117 5.985346 -0.10 -0.40 -0.17
H 5.427574 -5.109613 8.163364 -0.54 0.42 -0.64
H 6.753905 -4.081406 8.682668 0.14 -0.38 0.34
H 6.879520 -5.892548 8.400289 0.76 0.03 0.24
H 8.346516 -4.498114 3.337613 0.48 0.16 -0.09
H 8.354820 -4.477904 4.970298 1.80 0.73 0.00
C 5.665379 6.892717 8.677329 0.26 -1.42 0.23
O 7.032241 6.516843 8.698218 0.31 4.58 -0.80
C 7.629315 5.310662 8.833015 -1.93 -2.26 -0.59
C 7.331718 4.381731 7.582335 -0.48 0.57 0.96
N 6.048517 3.625459 7.623023 0.22 0.07 0.21
C 5.893852 2.706790 6.529894 0.69 -1.14 -1.07
C 5.674642 3.372196 5.142732 -0.42 0.13 0.45
O 4.492539 4.188753 5.292125 0.16 -0.18 -0.16
C 3.998220 4.818484 4.131050 0.49 0.77 -0.54
H 5.312475 6.951304 7.647709 -0.20 -0.22 -0.04
H 5.476667 7.860010 9.142980 0.68 0.12 0.02
H 5.088907 6.180856 9.268125 -0.36 -0.25 -0.17
H 7.185433 4.948103 9.760168 0.51 -1.27 0.21
H 8.705329 5.457304 8.926849 -0.08 0.10 0.02
H 8.175618 3.700317 7.474601 -0.25 -0.43 0.02
H 7.377575 5.059606 6.729994 0.08 0.19 -0.22
H 5.196669 4.160827 7.534430 0.29 1.05 0.59
H 5.115473 1.961247 6.692310 -0.49 0.40 0.31
H 6.783629 2.077810 6.557687 0.32 0.01 -0.64
H 5.531347 2.714132 4.285695 -0.13 -0.61 0.25
H 6.581277 3.922716 4.891639 -0.11 0.74 -0.02
H 3.214888 5.541705 4.357895 0.01 -0.18 0.62
H 3.582695 4.210688 3.327295 0.02 -0.90 0.30
H 4.771752 5.401995 3.631789 0.39 0.14 0.05
C -4.247355 1.277806 -10.033455 -0.65 1.27 -0.43
O -4.740543 0.031533 -10.463636 0.27 0.14 0.35
C -4.123429 -0.542469 -11.631842 -0.05 1.31 1.38
C -4.125692 -2.020544 -11.413094 0.17 -0.88 0.03
N -3.123623 -2.340824 -10.371437 1.02 2.22 -0.12
C -3.058738 -3.553100 -9.609781 -2.18 -0.97 -0.34
C -4.462564 -3.841121 -8.979271 1.29 -1.96 0.76
O -4.879258 -3.049196 -7.863836 0.08 1.07 -1.54
C -3.895150 -2.449012 -7.037029 -0.83 -1.19 0.66
H -4.252370 2.027185 -10.824970 0.05 -0.06 -0.61
H -3.251208 1.367451 -9.600131 0.28 -0.92 0.09
H -4.937846 1.733970 -9.324054 -0.13 -0.56 0.28
H -3.114776 -0.131806 -11.677354 0.34 -0.33 -0.20
H -4.642763 -0.199703 -12.526778 -0.27 -0.28 -0.10
H -3.958689 -2.410987 -12.416971 0.48 -0.81 0.19
H -5.113108 -2.344323 -11.084038 -0.34 0.17 -0.27
H -3.312487 -1.602926 -9.708161 0.26 0.33 0.20
H -2.315801 -3.633936 -8.816306 0.28 0.95 -0.15
H -2.735298 -4.314867 -10.319134 -0.52 -0.61 0.15
H -4.491793 -4.830552 -8.522908 0.49 -0.65 -0.38
H -5.181408 -3.930065 -9.793792 -0.46 0.82 0.37
H -4.556413 -2.007718 -6.291318 0.63 0.93 -0.08
H -3.126333 -1.837299 -7.509093 -0.49 0.51 -0.17
H -3.349229 -3.195363 -6.459940 0.27 -0.48 -0.07
C -0.138494 12.541132 7.724907 0.14 1.60 1.16
O -0.586005 12.165554 9.046256 1.72 -2.72 -1.14
C 0.180364 10.967471 9.501431 0.13 1.38 1.30
C 0.094338 9.649909 8.743608 -3.00 -0.55 1.16
N -1.013980 8.745075 9.303095 1.74 0.31 0.02
C -1.426350 7.586816 8.511450 0.63 1.08 0.56
C -0.241506 6.854622 7.945453 1.52 -1.06 -0.13
O 0.780364 6.449558 8.884264 -1.15 -1.10 1.53
C 0.257303 5.453582 9.877067 0.13 1.12 -0.77
H -0.561538 13.542831 7.649149 -0.46 -0.20 -0.76
H -0.319825 11.893021 6.867483 -0.67 -0.19 0.31
H 0.927209 12.767615 7.692162 0.43 -0.39 0.38
H -0.010974 10.940493 10.574169 -1.14 -0.72 0.01
H 1.228152 11.210039 9.678683 0.49 0.56 -1.19
H 1.029755 9.092281 8.789775 0.01 0.21 -0.21
H -0.224354 9.919719 7.736761 0.54 -0.23 -0.45
H -1.627895 9.130299 10.006513 0.08 -0.03 -0.46
H -2.000813 7.975606 7.670663 -0.56 -0.64 -0.35
H -1.946978 6.841454 9.112690 -0.59 0.52 0.06
H 0.267738 7.431661 7.173572 0.20 0.24 0.22
H -0.499251 5.924127 7.439629 -0.79 0.00 -0.20
H -0.608758 5.829737 10.421623 0.06 0.41 -0.03
H 1.004736 5.202375 10.629617 0.34 0.40 -0.40
H -0.078639 4.513435 9.439604 0.21 0.01 -0.63
C 1.983170 0.805859 -10.533834 0.54 0.77 0.44
O 2.841322 0.207258 -11.476433 0.10 -1.32 0.98
C 2.829658 0.546275 -12.836338 0.29 1.36 0.13
C 3.172845 -0.663744 -13.682962 -1.43 -0.44 -0.47
N 3.289093 -0.378615 -15.110326 -0.56 3.14 1.39
C 3.312278 -1.506537 -15.933702 0.85 -0.90 -0.86
C 3.489736 -1.244813 -17.453492 -1.50 -1.25 0.46
O 4.739415 -1.307688 -18.041995 1.28 0.69 -0.42
C 4.688086 -1.151162 -19.465815 0.58 0.04 0.46
H 2.219943 0.493566 -9.516735 0.32 -0.94 -0.22
H 0.913041 0.627670 -10.639550 -0.04 0.05 -0.60
H 2.225264 1.860085 -10.399338 -0.43 0.54 -0.67
H 3.562816 1.337612 -12.992400 0.47 0.18 -0.10
H 1.897974 1.048114 -13.097519 -0.41 -0.51 -0.34
H 2.299019 -1.307274 -13.581046 -0.15 -0.30 -0.07
H 3.973092 -1.270720 -13.259548 0.58 0.26 0.13
H 4.038299 0.270391 -15.304152 0.18 -0.07 0.02
H 2.330088 -1.977777 -15.896969 0.03 -0.31 0.31
H 4.070835 -2.111431 -15.436925 0.18 -1.36 -0.96
H 2.916378 -0.342283 -17.665153 0.22 0.51 -0.19
H 2.938059 -2.056425 -17.927878 -0.55 -0.17 -0.05
H 4.306148 -2.018772 -20.003840 -0.47 -0.26 0.33
H 5.712715 -1.048200 -19.823063 0.04 0.18 0.25
H 4.125519 -0.264734 -19.758811 -0.12 0.08 0.07
C 0.777594 -6.993083 5.832951 0.56 -0.69 0.31
O 1.713742 -8.110930 5.902190 -1.03 0.18 -0.83
C 1.262633 -9.379967 5.269599 1.52 1.32 1.01
C 2.370195 -10.431412 5.648242 -1.48 0.01 -0.28
N 2.715985 -11.240703 4.493968 0.61 0.08 -0.08
C 3.770103 -12.217545 4.834156 -0.42 0.53 0.51
C 4.380813 -12.818158 3.598788 -0.48 -0.64 -1.36
O 5.082550 -11.882502 2.788704 1.21 -0.40 -0.13
C 5.756138 -12.471583 1.636056 -0.14 1.49 0.75
H -0.005055 -7.161946 6.572582 -0.32 0.03 -0.23
H 0.381441 -6.734132 4.851063 -0.24 -0.85 -0.33
H 1.253420 -6.044559 6.081961 0.66 -0.38 0.48
H 1.210244 -9.214987 4.193428 0.09 -0.15 -0.14
H 0.265676 -9.645453 5.621296 0.02 -0.09 0.17
H 1.959120 -11.122444 6.384170 0.12 0.20 0.40
H 3.264590 -9.936033 6.026068 -0.16 0.34 0.39
H 3.120345 -10.543805 3.884941 0.27 -0.27 -0.76
H 3.336236 -12.939698 5.525776 -0.46 -0.74 -0.67
H 4.500378 -11.841119 5.550466 0.75 0.81 -0.40
H 3.587855 -13.155708 2.931412 -0.60 -0.35 0.27
H 4.979361 -13.712174 3.773641 0.35 0.08 0.49
H 5.049991 -12.843148 0.893506 -0.09 -0.09 0.08
H 6.549051 -13.193922 1.830018 -0.39 -0.49 0.68
H 6.324977 -11.631224 1.238168 -0.33 0.09 -0.34
C -8.997809 -3.028079 6.287664 0.04 -0.86 0.61
O -8.260195 -2.357572 7.281745 -0.74 1.66 1.27
C -7.193620 -1.468766 6.950839 2.24 -1.39 -1.36
C -6.625561 -0.549541 8.033216 -3.30 -1.27 2.17
N -5.747190 -1.271932 8.981259 0.45 0.79 -0.50
C -5.369209 -0.302227 9.986286 1.45 -0.64 1.39
C -4.535275 -0.897034 11.204791 -0.44 0.70 -0.57
O -5.203411 -1.719867 12.176711 0.26 0.11 -0.97
C -5.866912 -2.946215 11.803135 0.46 1.07 0.81
H -9.122408 -2.540483 5.320806 0.18 0.31 0.12
H -9.964042 -3.270147 6.730272 -0.29 0.58 -0.09
H -8.599660 -4.035530 6.166824 0.56 -0.04 -0.56
H -7.317890 -1.012157 5.968924 -0.32 0.24 0.07
H -6.368563 -2.177961 6.884416 0.57 0.04 -0.88
H -7.521725 -0.404662 8.636539 -0.83 0.29 0.31
H -6.420831 0.518283 7.956146 1.01 -0.36 -1.22
H -6.261415 -2.016640 9.429672 -0.25 -0.07 -0.31
H -6.165905 0.323516 10.388564 -0.71 -0.28 0.24
H -4.762780 0.430265 9.453556 0.57 0.03 0.24
H -4.172304 -0.046553 11.781874 -0.43 0.21 0.19
H -3.580658 -1.298228 10.864426 -0.21 -0.85 -0.39
H -6.135016 -3.324831 12.789475 -0.41 -0.23 -0.26
H -5.239877 -3.704213 11.333696 0.25 0.25 -0.31
H -6.752063 -2.715729 11.210284 -0.12 -0.29 0.01
C -11.308754 -0.506842 -6.849238 1.28 1.36 0.91
O -10.562431 0.772325 -6.734984 1.24 -1.60 -0.23
C -9.240420 0.636719 -6.088805 -0.16 0.97 0.14
C -9.339181 0.623951 -4.566228 -2.67 0.24 -0.85
N -8.908512 1.875684 -3.952150 1.39 -0.49 0.41
C -9.182212 1.880240 -2.501973 0.10 0.76 -0.24
C -9.072250 3.196173 -1.695526 -0.37 0.25 -0.25
O -9.150113 2.823647 -0.345392 0.28 -2.31 -0.28
C -9.578097 3.746848 0.547932 0.28 1.88 1.00
H -11.512547 -0.823997 -5.826501 -0.42 -0.19 0.00
H -10.722604 -1.300585 -7.312394 0.15 0.18 -0.29
H -12.225201 -0.318512 -7.408483 0.19 0.12 0.13
H -8.604938 1.495282 -6.305878 -0.71 0.62 -0.57
H -8.547357 -0.143435 -6.403638 -0.90 -0.86 -0.61
H -9.036152 -0.380338 -4.270102 0.69 0.25 1.12
H -10.413726 0.701927 -4.400773 -0.33 -0.72 0.12
H -7.914824 1.859412 -4.132232 0.50 0.76 0.38
H -8.539804 1.207649 -1.933609 -0.31 -0.60 -0.05
H -10.245994 1.644701 -2.470572 0.11 -0.56 0.56
H -9.935168 3.834910 -1.883895 0.09 0.31 -0.53
H -8.141728 3.760387 -1.757815 0.13 0.07 -0.85
H -10.652445 3.772311 0.730259 -0.20 -0.40 0.10
H -9.321456 4.766967 0.262283 0.07 0.35 -0.44
H -8.997206 3.635413 1.463491 -0.41 -0.39 0.33
C 7.261169 -1.739931 -4.243416 2.99 -2.89 3.56
O 7.154234 -2.917039 -4.016046 -0.66 -2.28 -0.30
N 6.583476 -1.023529 -5.017146 -5.27 3.11 -6.05
N 8.194785 -1.023485 -3.672682 2.36 1.57 1.91
H 6.404985 -1.474726 -5.902961 -0.73 0.27 0.06
H 6.659130 -0.016832 -5.047669 0.08 -0.37 -0.12
H 8.177551 -0.055013 -3.958824 1.16 -0.20 0.94
H 8.774012 -1.494150 -2.992179 0.04 0.77 0.00
C -2.072645 8.438419 0.625855 0.12 -0.21 -0.32
O -1.286050 7.778548 0.015690 1.60 -0.93 -1.86
N -2.716962 9.526494 0.187278 -0.43 1.66 -1.58
N -2.423769 8.160142 1.857528 -0.92 -0.06 2.41
H -2.478837 9.856071 -0.737265 -0.31 0.11 0.34
H -3.437768 9.963132 0.743942 0.26 0.11 -0.62
H -2.148743 7.276342 2.261687 -0.39 0.48 0.22
H -3.098459 8.845138 2.166849 0.08 -1.16 1.38
C 3.386583 -7.883903 -4.110618 1.59 -0.77 0.74
O 2.480675 -8.605774 -3.982808 -4.21 -3.64 -0.23
N 3.365254 -6.622991 -3.910682 -0.22 6.55 0.34
N 4.648868 -8.246002 -4.246219 4.05 -2.61 -0.84
H 2.557137 -6.035990 -4.060638 0.20 -0.30 0.13
H 4.292017 -6.221755 -3.925551 -0.81 0.93 0.05
H 4.928049 -9.203345 -4.086027 -0.28 0.21 -0.18
H 5.406187 -7.587841 -4.361908 -0.28 -0.32 0.00
C -3.093730 3.968100 -4.322899 -0.99 -2.87 1.55
O -3.814094 3.027458 -4.666352 1.09 0.43 0.09
N -2.053339 3.957244 -3.453197 1.28 -1.09 0.46
N -3.378153 5.211557 -4.551322 -2.04 4.66 -2.34
H -1.742120 3.097005 -3.025136 0.18 0.27 -0.33
H -1.468805 4.778880 -3.510967 0.27 -0.66 0.54
H -4.203663 5.438794 -5.087062 0.22 -0.26 -0.02
H -2.893173 6.017207 -4.182801 -0.05 -0.51 0.08
C 4.546842 5.640851 -4.020935 4.18 -1.73 -0.70
O 5.339691 4.729801 -4.196663 -0.33 -1.15 -0.14
N 4.945055 6.887288 -4.161483 1.47 3.22 -0.68
N 3.333325 5.639674 -3.607606 -4.05 -0.61 1.18
H 4.233935 7.600588 -4.086691 1.11 0.50 -0.37
H 5.894034 7.047091 -4.468088 -0.44 0.28 0.07
H 2.773751 4.799812 -3.567406 -0.09 0.56 0.09
H 3.053488 6.609595 -3.575127 -1.82 -1.12 0.56
```
Forces are in eV/Å.

As for the frontier orbital gap: 0.305 Ha. For the LUMO energy, the calculation gives -0.140 eV. Its charge is 0. The calculation puts the HOMO energy at -8.4 eV.

Atom charges from the Mulliken analysis, given in e for atoms 1 to 2: -1.296, 0.407